ORCA calculation (the ωB97M-V functional and the def2-TZVPD basis) on a 2-piece molecular cluster, C3H5FO overall in a non-equilibrium geometry.

Last column: natural (NBO) charge in e.
Geometry (Å):
1 C -1.275 -1.433 0.438  0.3285
2 C 0.922 1.090 0.116  -0.7267
3 C 0.721 0.120 -0.927  0.2739
4 O -1.904 -0.896 1.283  -0.4577
5 F 0.134 0.667 -1.988  -0.3453
6 H -1.376 -2.542 0.248  0.1297
7 H -0.151 1.241 0.570  0.2266
8 H 1.284 2.016 -0.105  0.2285
9 H 1.547 0.566 0.829  0.2262
10 H 0.099 -0.828 -0.464  0.1163

The HOMO-LUMO gap (spin up / spin down) is 8.70 / 7.69 eV. Its multiplicity is 1. The energy above the lowest of the compared OMol25 structures with the same formula, charge and spin comes out at 4.533 eV.

***

ORCA calculation (the ωB97M-V functional and the def2-TZVPD basis) on a 5-piece molecular cluster, C2H13NO4 overall in a non-equilibrium geometry.

Last column: natural (NBO) charge in e.
Geometry (Å):
1 C 0.208 1.452 1.451  -0.6293
2 C -0.930 0.692 1.287  0.0708
3 N -1.033 -0.549 1.919  -0.8225
4 H 0.316 2.380 1.998  0.2343
5 H 1.137 0.878 1.505  0.1584
6 H -1.628 0.731 0.440  0.2122
7 H -0.707 -0.553 2.871  0.3927
8 H -1.985 -0.875 1.891  0.3836
9 O 2.292 -1.688 0.695  -0.9260
10 H 2.845 -1.589 -0.077  0.4654
11 H 1.901 -0.811 0.759  0.4680
12 O -2.266 1.128 -1.813  -0.9397
13 H -2.085 0.188 -1.636  0.4650
14 H -1.456 1.357 -2.271  0.4819
15 O 0.984 0.935 -2.646  -0.9464
16 H 0.667 0.222 -2.072  0.4770
17 H 1.916 0.982 -2.403  0.4654
18 O -0.246 -1.626 -0.996  -0.9681
19 H 0.700 -1.695 -0.784  0.4777
20 H -0.630 -1.558 -0.119  0.4796

The HOMO-LUMO gap is 8.13 eV. Its multiplicity is 1. As for the SMILES: C=CN.O.O.O.O. The energy above the lowest of the compared OMol25 structures with the same formula, charge and spin comes out at 2.956 eV.

***

ORCA calculation (the ωB97M-V functional and the def2-TZVPD basis) on C39H47Cl4IrNO6PS6SbTe as an isolated structure in a non-equilibrium geometry.

Last column: Mulliken spin population.
Geometry (Å):
1 Ir 0.465 -0.435 0.494  0.5426
2 S -1.627 0.920 -3.939  0.0061
3 Sb -0.087 0.240 -2.519  -0.0099
4 S 0.315 1.556 -0.582  -0.0079
5 S -0.668 -1.479 -1.125  0.1397
6 Cl -2.194 -6.165 3.161  0.0022
7 C -1.935 -4.489 2.757  0.0235
8 C -2.854 -3.526 3.135  -0.0123
9 Cl -4.262 -3.962 4.059  -0.0004
10 C -2.656 -2.193 2.754  0.0198
11 Cl -3.804 -0.950 3.157  0.0019
12 C -1.537 -1.813 2.017  0.0145
13 O -1.341 -0.607 1.579  0.0865
14 C -0.532 -2.784 1.740  -0.0026
15 O 0.580 -2.366 1.182  0.0320
16 C -0.786 -4.114 2.041  0.0020
17 Cl 0.332 -5.312 1.456  0.0001
18 C 6.062 1.890 7.801  -0.0001
19 C 5.452 1.485 6.483  0.0009
20 C 5.906 0.375 5.790  -0.0005
21 C 5.346 -0.027 4.576  -0.0057
22 C 5.967 -1.222 3.897  0.0025
23 C 4.271 0.698 4.030  -0.0023
24 Te 3.348 0.148 2.133  0.0294
25 N 2.270 -0.456 -0.291  0.0524
26 C 2.610 -0.384 -1.509  0.0060
27 O 1.813 -0.458 -2.673  0.0217
28 C 4.046 -0.154 -1.840  0.0089
29 C 4.675 -0.918 -2.822  0.0001
30 C 5.989 -0.660 -3.184  0.0003
31 C 6.687 0.378 -2.576  -0.0006
32 C 6.059 1.156 -1.611  -0.0002
33 C 4.746 0.889 -1.245  0.0018
34 C 3.072 -1.853 2.751  0.0142
35 C 3.666 -2.901 2.045  -0.0052
36 C 4.474 -2.699 0.789  -0.0030
37 C 3.492 -4.205 2.504  -0.0001
38 C 2.726 -4.494 3.619  0.0007
39 C 2.542 -5.909 4.101  -0.0004
40 C 2.106 -3.439 4.277  -0.0006
41 C 2.261 -2.120 3.866  -0.0088
42 C 1.537 -1.046 4.637  0.0176
43 C 3.827 1.845 4.713  0.0022
44 C 2.736 2.730 4.164  0.0005
45 C 4.416 2.215 5.921  -0.0005
46 H 7.018 1.391 7.960  0.0000
47 H 5.406 1.628 8.636  0.0001
48 H 6.228 2.969 7.844  0.0000
49 H 6.737 -0.198 6.194  -0.0001
50 H 6.965 -1.407 4.300  0.0004
51 H 6.047 -1.060 2.821  -0.0002
52 H 5.367 -2.121 4.039  -0.0002
53 H 4.118 -1.714 -3.300  0.0008
54 H 6.466 -1.257 -3.953  0.0000
55 H 7.714 0.582 -2.855  -0.0001
56 H 6.588 1.980 -1.149  -0.0001
57 H 4.244 1.503 -0.509  -0.0010
58 H 5.034 -1.764 0.804  0.0007
59 H 3.803 -2.645 -0.072  0.0010
60 H 5.165 -3.531 0.641  0.0001
61 H 3.954 -5.019 1.952  0.0001
62 H 3.261 -6.580 3.628  0.0000
63 H 1.539 -6.268 3.858  0.0002
64 H 2.669 -5.975 5.183  0.0000
65 H 1.468 -3.647 5.131  -0.0006
66 H 0.800 -1.500 5.302  -0.0006
67 H 1.023 -0.357 3.960  -0.0086
68 H 2.229 -0.454 5.239  0.0001
69 H 1.978 2.163 3.620  -0.0032
70 H 3.151 3.461 3.462  0.0001
71 H 2.252 3.287 4.971  0.0001
72 H 4.055 3.107 6.428  0.0002
73 C -5.302 1.691 -2.054  0.0002
74 C -4.699 3.021 -2.451  -0.0001
75 C -5.563 3.785 -3.433  -0.0001
76 O -4.550 3.864 -1.286  -0.0001
77 P -3.068 4.059 -0.659  0.0013
78 S -1.959 5.232 -1.721  0.0007
79 S -2.353 2.252 -0.215  0.0129
80 O -3.482 4.830 0.695  -0.0001
81 C -4.552 4.552 1.617  0.0001
82 C -4.965 3.092 1.727  -0.0002
83 C -5.723 5.446 1.248  0.0000
84 H -5.374 1.043 -2.931  0.0001
85 H -6.302 1.837 -1.633  0.0001
86 H -4.674 1.190 -1.318  0.0000
87 H -3.715 2.852 -2.896  0.0000
88 H -6.556 3.957 -3.008  0.0000
89 H -5.670 3.215 -4.359  0.0000
90 H -5.107 4.748 -3.662  0.0000
91 H -4.150 4.870 2.583  0.0000
92 H -5.515 2.774 0.840  0.0001
93 H -5.608 2.975 2.603  0.0000
94 H -4.102 2.434 1.832  -0.0002
95 H -6.093 5.165 0.261  0.0000
96 H -5.409 6.490 1.213  0.0000
97 H -6.529 5.339 1.979  0.0000
98 C -0.947 3.713 2.797  0.0021
99 S -1.169 1.947 2.875  -0.0032
100 C -1.356 1.820 4.641  0.0004
101 O 0.220 1.384 2.620  0.0275
102 H -1.786 4.214 3.283  0.0003
103 H -0.928 3.985 1.741  -0.0002
104 H 0.003 3.957 3.275  0.0001
105 H -2.285 2.313 4.935  0.0003
106 H -0.493 2.270 5.135  0.0001
107 H -1.419 0.757 4.872  -0.0004

The HOMO-LUMO gap (spin up / spin down) is 5.01 / 3.84 eV. As for the net charge: -2. Its multiplicity is 2. Its expectation value of S² is 0.757. The energy above the lowest of the compared OMol25 structures with the same formula, charge and spin comes out at 3.219 eV.

***

ORCA calculation (the ωB97M-V functional and the def2-TZVPD basis) on an isolated ion of composition C6H6N and charge +1 in a non-equilibrium geometry.

Last column: natural (NBO) charge in e.
Geometry (Å):
1 C -1.990 0.191 0.188  0.0309
2 C -0.973 1.136 0.238  -0.0171
3 C 0.193 1.592 0.032  0.3153
4 C 1.392 0.905 -0.306  -0.5381
5 C 1.065 -0.591 0.300  -0.2208
6 C -1.322 -1.061 -0.224  0.0483
7 N -0.054 -1.254 -0.057  -0.2416
8 H -2.986 0.365 -0.161  0.2749
9 H 1.542 0.876 -1.472  0.3084
10 H 2.298 1.215 0.260  0.3043
11 H 2.039 -1.156 0.182  0.2453
12 H 0.777 -0.393 1.492  0.2681
13 H -1.981 -1.825 -0.472  0.2221

The HOMO-LUMO gap (spin up / spin down) is 6.34 / 6.34 eV. As for the net charge: +1. Its multiplicity is 1. The energy above the lowest of the compared OMol25 structures with the same formula, charge and spin comes out at 4.579 eV.

***

ORCA calculation (the ωB97M-V functional and the def2-TZVPD basis) on one molecule with the formula C19H15F3N6O5S in a non-equilibrium geometry.

Last column: natural (NBO) charge in e.
Geometry (Å):
1 N -3.955 -4.060 -2.571  -0.2465
2 C -3.248 -3.817 -1.683  0.2522
3 C -2.346 -3.632 -0.589  -0.0263
4 N -2.848 -3.076 0.553  -0.1347
5 N -2.025 -2.798 1.620  -0.2263
6 C -0.718 -3.120 1.546  0.0293
7 S 0.366 -2.675 2.871  0.2758
8 C 0.352 -0.851 2.586  -0.0321
9 O 0.409 -0.166 3.891  -0.5698
10 C 0.722 1.266 3.934  0.0553
11 C -0.195 1.949 4.957  -0.0883
12 O -1.563 1.762 4.658  -0.7177
13 C 0.645 1.842 2.499  0.0781
14 O -0.653 1.840 1.921  -0.7490
15 C 1.669 1.085 1.608  -0.0802
16 N 1.658 1.436 0.153  -0.1816
17 C 0.560 1.444 -0.679  -0.0658
18 C 1.087 1.429 -1.934  0.0956
19 C 0.379 1.447 -3.225  -0.0677
20 C -1.025 1.314 -3.353  -0.2510
21 C -1.628 1.460 -4.612  0.3316
22 F -2.972 1.393 -4.632  -0.2989
23 C -0.871 1.671 -5.757  0.2998
24 F -1.534 1.838 -6.909  -0.2974
25 C 0.520 1.742 -5.634  0.3343
26 F 1.358 1.906 -6.697  -0.3047
27 C 1.104 1.630 -4.391  -0.2549
28 N 2.465 1.358 -1.818  -0.2410
29 N 2.789 1.352 -0.577  -0.0712
30 C 1.572 -0.473 1.761  0.0532
31 O 1.565 -1.203 0.488  -0.7370
32 C -0.195 -3.723 0.394  -0.2564
33 C -1.016 -4.019 -0.689  0.3425
34 O -0.439 -4.563 -1.820  -0.6499
35 H -0.579 -0.538 2.063  0.2328
36 H 1.756 1.354 4.224  0.1916
37 H 0.041 1.412 5.901  0.1832
38 H 0.071 3.019 5.087  0.1963
39 H -1.604 0.818 4.364  0.4866
40 H 0.977 2.859 2.566  0.1869
41 H -1.292 2.354 2.472  0.5098
42 H 2.671 1.405 1.935  0.2443
43 H -0.487 1.506 -0.371  0.2643
44 H -1.683 1.153 -2.479  0.2314
45 H 2.161 1.696 -4.350  0.2483
46 H 2.457 -0.829 2.294  0.1901
47 H 2.154 -0.747 -0.174  0.4934
48 H 0.860 -4.033 0.446  0.2446
49 H 0.507 -4.417 -1.852  0.4974

The HOMO-LUMO gap is 8.53 eV. Its multiplicity is 1. As for the SMILES: N#Cc1nnc(S[C@H]2O[C@H](CO)[C@H](O)[C@H](n3cc(-c4cc(F)c(F)c(F)c4)nn3)[C@@H]2O)cc1O. The energy above the lowest of the compared OMol25 structures with the same formula, charge and spin comes out at 0.315 eV.

***

ORCA calculation (the ωB97M-V functional and the def2-TZVPD basis) on C24H25AuBrN3Te as an isolated structure.

Last column: natural (NBO) charge in e.
Geometry (Å):
1 Au 0.040 -1.154 -0.608  0.5270
2 C -1.356 0.672 -3.264  -0.5870
3 C -2.217 0.429 -1.998  -0.2293
4 C -3.695 0.314 -2.405  -0.5995
5 C -1.663 -0.860 -1.506  -0.1419
6 C -2.055 1.545 -0.970  -0.0173
7 C -2.206 1.262 0.385  -0.1570
8 C -2.140 2.267 1.337  -0.2236
9 C -1.934 3.581 0.944  -0.2200
10 C -1.780 3.875 -0.403  -0.1948
11 C -1.836 2.865 -1.353  -0.2291
12 H -1.339 -0.214 -3.902  0.2240
13 H -0.334 0.926 -2.994  0.2340
14 H -1.801 1.482 -3.843  0.2269
15 H -3.820 -0.440 -3.185  0.2087
16 H -4.062 1.269 -2.784  0.2214
17 H -4.312 0.037 -1.549  0.2164
18 H -2.261 -1.704 -1.873  0.1543
19 H -2.360 0.239 0.708  0.2134
20 H -2.246 2.015 2.386  0.2206
21 H -1.887 4.371 1.683  0.2133
22 H -1.609 4.897 -0.720  0.2126
23 H -1.701 3.118 -2.397  0.2143
24 N 0.533 -0.819 2.934  -0.3396
25 C 0.254 -0.501 4.212  -0.0534
26 C -1.108 -0.630 4.362  -0.3533
27 C -1.559 -1.049 3.096  -0.0675
28 N -0.552 -1.163 2.242  -0.2919
29 H 1.428 -0.902 2.458  0.4358
30 H 1.028 -0.215 4.904  0.2203
31 H -1.686 -0.456 5.253  0.2288
32 H -2.564 -1.274 2.776  0.2053
33 Te 2.554 -1.517 -0.036  -0.1553
34 C 2.663 -3.629 0.087  -0.2277
35 C 1.660 -4.460 -0.407  -0.2531
36 C 1.775 -5.841 -0.314  -0.1958
37 C 2.895 -6.413 0.272  -0.2330
38 C 3.900 -5.594 0.765  -0.2052
39 C 3.784 -4.213 0.673  -0.2548
40 H 0.782 -4.024 -0.868  0.2109
41 H 0.984 -6.471 -0.702  0.2065
42 H 2.984 -7.490 0.343  0.2092
43 H 4.779 -6.028 1.224  0.2090
44 H 4.576 -3.585 1.065  0.2097
45 Br 2.070 3.954 -3.529  0.0640
46 C 1.908 3.426 -1.721  -0.1198
47 C 1.795 4.372 -0.718  -0.2027
48 C 1.642 3.921 0.581  -0.2379
49 C 1.605 2.553 0.814  0.0417
50 N 1.738 1.651 -0.153  -0.4108
51 C 1.891 2.078 -1.401  0.0024
52 H 1.817 5.428 -0.952  0.2312
53 H 1.538 4.618 1.401  0.2244
54 H 1.459 2.164 1.816  0.2007
55 H 2.003 1.319 -2.168  0.2146

The HOMO-LUMO gap (spin up / spin down) is 5.72 / 5.72 eV. Its multiplicity is 1. The energy above the lowest of the compared OMol25 structures with the same formula, charge and spin comes out at 0.000 eV.

***

Q: Which value of multiplicity does entry 5 give?
A: 1

***

Q: Look up the multiplicity of the sixth one.
A: 1

***

What did the first record say?
ORCA calculation (the ωB97M-V functional and the def2-TZVPD basis) on a 2-piece molecular cluster, C3H5FO overall in a non-equilibrium geometry.

Last column: natural (NBO) charge in e.
Geometry (Å):
1 C -1.275 -1.433 0.438  0.3285
2 C 0.922 1.090 0.116  -0.7267
3 C 0.721 0.120 -0.927  0.2739
4 O -1.904 -0.896 1.283  -0.4577
5 F 0.134 0.667 -1.988  -0.3453
6 H -1.376 -2.542 0.248  0.1297
7 H -0.151 1.241 0.570  0.2266
8 H 1.284 2.016 -0.105  0.2285
9 H 1.547 0.566 0.829  0.2262
10 H 0.099 -0.828 -0.464  0.1163

The HOMO-LUMO gap (spin up / spin down) is 8.70 / 7.69 eV. Its multiplicity is 1. The energy above the lowest of the compared OMol25 structures with the same formula, charge and spin comes out at 4.533 eV.